Below is C14H28ClNO4Si2TeTl as an isolated structure at a distorted geometry, with properties calculated with wB97M-V/def2-TZVPD.

```
52
Properties=species:S:1:pos:R:3
Tl -0.395 1.406 0.267
C 3.317 0.786 0.932
Si 2.244 -0.730 0.970
C 1.238 -0.784 2.550
C 3.207 -2.310 0.769
C 0.962 -0.615 -0.442
C -0.249 -1.473 -0.299
C -0.170 -2.865 -0.386
C -1.348 -3.596 -0.370
C -2.570 -2.942 -0.271
C -2.559 -1.566 -0.152
N -1.423 -0.860 -0.151
Si 1.303 -0.143 -2.281
C -0.302 -0.196 -3.209
C 2.485 -1.474 -2.834
C 2.053 1.555 -2.383
H 3.845 0.891 1.886
H 2.730 1.695 0.771
H 4.074 0.732 0.143
H 1.820 -1.196 3.382
H 0.349 -1.416 2.431
H 0.910 0.222 2.850
H 4.162 -2.213 1.299
H 3.426 -2.548 -0.277
H 2.669 -3.154 1.213
H 0.794 -3.354 -0.489
H -1.308 -4.679 -0.426
H -3.506 -3.486 -0.290
H -3.476 -0.994 -0.062
H -0.693 -1.216 -3.310
H -0.146 0.205 -4.218
H -1.075 0.415 -2.730
H 2.083 -2.477 -2.651
H 3.453 -1.388 -2.330
H 2.658 -1.378 -3.913
H 1.350 2.319 -2.034
H 2.261 1.780 -3.436
H 2.991 1.652 -1.828
C -3.179 3.703 2.844
Te -2.969 1.836 1.863
C -2.427 0.803 3.647
H -2.419 3.798 3.613
H -4.175 3.708 3.280
H -3.092 4.478 2.089
H -3.248 0.890 4.359
H -1.521 1.233 4.068
H -2.259 -0.247 3.400
O -2.709 1.630 -1.449
Cl -2.400 3.058 -1.595
O -2.900 3.585 -2.811
O -0.930 3.156 -1.559
O -2.937 3.768 -0.442
```

## Properties
Kohn-Sham gap (alpha / beta) = 0.2286 / 0.2285 Ha
total charge = +1
energy above the lowest of the compared OMol25 structures with the same formula, charge and spin = 0.356 eV

=====

Below is a 2-piece molecular cluster, C5H14N2O overall at a distorted geometry, with properties calculated with wB97M-V/def2-TZVPD.

```
22
Properties=species:S:1:pos:R:3
C 0.306 2.360 0.309
C 1.445 1.492 -0.295
C 1.137 0.009 -0.355
C 0.162 -0.498 -1.126
N -0.490 -1.740 -0.980
C 1.956 -0.910 0.541
N -1.006 2.246 -0.321
H 0.159 2.090 1.349
H 0.611 3.387 0.104
H 1.699 1.822 -1.307
H 2.328 1.685 0.317
H -0.290 0.146 -1.873
H -0.301 -2.220 -0.107
H -0.447 -2.341 -1.769
H 1.340 -1.782 0.798
H 2.229 -0.465 1.492
H 2.712 -1.413 -0.066
H -0.980 2.284 -1.336
H -1.465 1.387 -0.067
H -4.387 -2.246 1.916
H -2.969 -2.407 1.211
O -3.748 -2.885 1.564
```

## Properties
Kohn-Sham gap = 0.3244 Ha
total charge = 0
energy above the lowest of the compared OMol25 structures with the same formula, charge and spin = 2.293 eV

=====

Below is C30H46AlO3P2 as an isolated structure at a distorted geometry, with properties calculated with wB97M-V/def2-TZVPD.

```
82
Properties=species:S:1:pos:R:3
Al 2.047 -0.377 0.353
C -1.466 -1.291 2.146
C -1.114 -2.305 1.210
C 0.877 -1.434 2.081
C -0.309 -0.741 2.675
C 0.269 -2.466 1.205
C -2.851 -1.025 2.619
H -3.612 -1.465 1.965
H -3.045 0.050 2.714
H -3.001 -1.456 3.630
C -0.334 0.124 3.870
H -0.758 1.113 3.617
H 0.655 0.250 4.329
H -0.993 -0.335 4.639
C 1.862 -1.977 3.091
H 1.461 -2.906 3.551
H 2.050 -1.279 3.913
H 2.818 -2.230 2.632
C 0.927 -3.697 0.725
H 0.607 -4.577 1.317
H 2.017 -3.643 0.799
H 0.646 -3.872 -0.323
C -2.080 -3.224 0.569
H -2.077 -4.220 1.040
H -1.858 -3.366 -0.494
H -3.100 -2.836 0.654
C -2.520 1.708 -0.183
C -3.656 1.047 -0.415
C -3.943 -0.007 -1.443
C -3.190 -0.044 -2.781
C -1.953 -0.850 -2.611
C -0.921 -0.540 -1.799
C -0.450 0.737 -1.142
C -1.410 1.948 -1.151
H -5.020 0.045 -1.652
H -3.071 0.971 -3.185
H -3.800 -0.984 -0.954
H -1.822 2.157 -2.153
H -2.224 1.911 0.861
H -4.528 1.280 0.222
H -0.839 2.836 -0.811
H -0.126 0.492 -0.099
H -0.310 -1.413 -1.483
H 0.500 1.109 -1.602
H -3.854 -0.611 -3.462
H -2.027 -1.895 -2.964
P -0.106 1.394 -3.768
C -0.036 3.142 -4.287
C -1.076 0.712 -5.206
P 2.154 -0.573 -2.841
C 1.582 0.813 -4.019
C 1.257 -1.846 -3.871
C 3.660 -0.775 -3.919
H 0.902 3.585 -3.940
H -0.877 3.680 -3.831
H -0.102 3.213 -5.379
H -0.794 1.259 -6.117
H -2.156 0.825 -5.036
H -0.888 -0.357 -5.353
H 3.435 -0.459 -4.949
H 3.927 -1.837 -3.942
H 4.490 -0.175 -3.537
H 2.282 1.668 -3.999
H 1.572 0.421 -5.054
H 1.862 -2.757 -3.848
H 1.172 -1.532 -4.917
H 0.254 -2.063 -3.500
O 0.780 3.693 3.408
C 1.609 2.952 4.182
C 1.583 3.163 5.572
C 2.261 2.279 6.404
C 3.042 1.250 5.875
C 3.182 1.127 4.496
C 2.445 1.932 3.630
C 2.252 1.460 2.236
O 1.355 1.937 1.479
O 2.994 0.457 1.794
H 0.863 3.329 2.486
H 1.024 4.014 5.964
H 2.163 2.384 7.488
H 3.586 0.562 6.529
H 3.875 0.411 4.051
```

## Properties
Kohn-Sham gap (alpha / beta) = 0.1660 / 0.1661 Ha
total charge = +1
energy above the lowest of the compared OMol25 structures with the same formula, charge and spin = 0.046 eV

=====

Below is a 11-piece molecular cluster, C19H51B3N10O25Si overall at a distorted geometry, with properties calculated with wB97M-V/def2-TZVPD.

```
109
Properties=species:S:1:pos:R:3
C 6.680 -0.883 -1.365
C 6.768 -0.985 0.220
O 7.847 -1.400 0.722
O 5.721 -0.695 1.130
C 5.473 0.760 1.160
C 4.121 0.957 1.991
C 3.293 2.286 1.567
C 2.613 2.106 0.106
B 1.337 1.080 0.133
O 1.494 -0.142 -0.645
B 0.922 -1.281 0.019
O 0.016 -1.040 1.140
B -0.679 0.187 0.724
Si -2.492 0.114 -0.002
C -2.374 0.893 -1.781
C -2.980 -1.754 -0.049
C -3.783 1.109 1.044
O 0.119 1.405 0.867
H 7.748 -0.716 -1.757
H 6.058 -0.013 -1.754
H 6.249 -1.859 -1.793
H 5.430 1.125 0.085
H 6.365 1.235 1.712
H 3.417 0.046 1.926
H 4.434 1.000 3.101
H 4.067 3.132 1.445
H 2.497 2.574 2.327
H 3.431 1.638 -0.554
H 2.368 3.113 -0.375
H 1.079 -2.412 -0.287
H -1.737 1.845 -1.632
H -3.407 1.114 -2.196
H -1.747 0.188 -2.423
H -2.795 -2.162 -1.099
H -4.095 -1.905 0.178
H -2.318 -2.293 0.714
H -3.342 2.167 1.143
H -4.816 1.133 0.545
H -3.803 0.593 2.069
C 0.034 -3.766 3.844
N -1.374 -3.365 4.101
O -1.645 -2.931 5.210
O -2.156 -3.499 3.177
H 0.618 -3.595 4.741
H 0.030 -4.823 3.581
H 0.403 -3.154 3.020
C -4.970 2.152 -5.654
N -3.752 2.009 -4.817
O -3.352 3.006 -4.233
O -3.240 0.907 -4.774
H -5.316 3.182 -5.599
H -4.700 1.891 -6.677
H -5.723 1.471 -5.257
C -4.548 -1.963 6.442
N -5.678 -1.024 6.215
O -5.854 -0.146 7.044
O -6.348 -1.201 5.213
H -4.043 -1.687 7.365
H -4.964 -2.967 6.515
H -3.872 -1.876 5.592
C -4.355 3.805 4.496
N -4.589 4.059 3.050
O -5.149 3.185 2.412
O -4.201 5.128 2.608
H -4.750 2.823 4.747
H -3.281 3.846 4.666
H -4.874 4.584 5.054
C -2.505 -2.186 -7.409
N -3.527 -1.231 -7.909
O -4.568 -1.697 -8.341
O -3.247 -0.046 -7.850
H -2.887 -3.199 -7.523
H -1.608 -2.045 -8.002
H -2.327 -1.957 -6.359
C 3.537 -1.226 6.053
N 2.515 -2.304 5.970
O 2.562 -3.048 5.002
O 1.703 -2.367 6.876
H 4.184 -1.292 5.186
H 3.008 -0.274 6.068
H 4.102 -1.379 6.969
C 0.278 -4.839 -10.211
N -0.315 -3.730 -9.419
O -1.345 -3.228 -9.840
O 0.274 -3.403 -8.403
H -0.349 -5.022 -11.082
H 1.277 -4.530 -10.512
H 0.313 -5.719 -9.570
C 7.563 -2.139 5.451
N 6.973 -1.027 6.242
O 5.925 -0.544 5.838
O 7.578 -0.679 7.239
H 6.919 -2.342 4.597
H 8.551 -1.820 5.123
H 7.624 -3.009 6.103
C 4.554 4.678 -2.596
N 5.186 3.476 -1.992
O 5.897 2.794 -2.710
O 4.946 3.260 -0.816
H 4.854 4.744 -3.639
H 3.475 4.558 -2.511
H 4.901 5.547 -2.038
C -5.961 3.142 -1.655
N -6.559 2.143 -2.580
O -7.606 2.443 -3.128
O -5.951 1.089 -2.722
H -6.602 4.021 -1.627
H -5.895 2.682 -0.671
H -4.974 3.397 -2.041
```

## Properties
Kohn-Sham gap = 0.3492 Ha
total charge = 0

=====

Below is a 3-piece molecular cluster, C5H9NO overall at a distorted geometry, with properties calculated with wB97M-V/def2-TZVPD.

```
16
Properties=species:S:1:pos:R:3
C -1.531 -0.967 -0.597
C -0.528 0.074 -0.257
C -0.853 1.455 0.274
C 0.660 1.612 0.600
C 0.778 0.217 0.061
N 1.896 -0.642 0.056
O 2.875 -0.160 0.587
H -2.271 -0.587 -1.311
H -2.031 -1.200 0.353
H -1.142 -1.911 -0.975
H 0.949 -2.808 -1.124
H -1.278 2.178 -0.431
H -1.496 1.377 1.158
H 0.920 1.713 1.659
H 1.195 2.350 0.002
H 1.858 -2.699 -0.056
```

## Properties
Kohn-Sham gap (alpha / beta) = 0.2927 / 0.2927 Ha
total charge = 0
energy above the lowest of the compared OMol25 structures with the same formula, charge and spin = 8.243 eV

=====

Below is C25H28F5IrO2 as an isolated structure at a distorted geometry, with properties calculated with wB97M-V/def2-TZVPD.

```
61
Properties=species:S:1:pos:R:3
O 2.097 0.111 0.601
C 2.362 -0.362 1.974
C 3.771 -0.824 1.707
H 1.678 -1.178 2.226
H 2.298 0.482 2.664
C 3.521 -0.187 0.342
H 3.818 -1.917 1.702
H 4.567 -0.368 2.299
C 3.694 -1.176 -0.771
H 2.907 -1.935 -0.739
H 4.670 -1.672 -0.688
H 3.666 -0.647 -1.718
C 4.267 1.113 0.166
H 4.325 1.629 1.124
H 3.739 1.742 -0.553
H 5.279 0.922 -0.202
Ir 0.360 1.626 -0.775
C -0.226 3.564 -0.160
C -1.361 2.711 0.070
C -1.002 1.736 1.052
H -2.325 2.781 -0.413
C 0.330 2.019 1.493
C 0.839 3.117 0.721
H 1.820 3.571 0.815
H -0.201 4.399 -0.853
H -1.648 0.937 1.394
H 0.815 1.540 2.327
C -0.226 1.801 -2.937
C 1.129 2.195 -2.723
C 1.839 1.054 -2.199
H 1.572 3.160 -2.948
C 0.898 -0.047 -2.107
C -0.376 0.437 -2.537
H -1.297 -0.132 -2.570
H -0.999 2.422 -3.374
H 2.903 1.023 -2.045
H 1.093 -1.062 -1.790
O -0.398 -3.668 0.834
C -0.177 -2.250 0.983
C -0.798 -1.732 2.305
H -0.655 -1.753 0.127
H 0.903 -2.058 0.908
C -1.302 -3.004 3.019
H -1.632 -1.066 2.051
H -0.086 -1.186 2.928
C -1.081 -4.156 2.014
H -2.356 -2.924 3.302
H -0.723 -3.226 3.921
H -2.018 -4.642 1.706
H -0.453 -4.941 2.472
F -3.177 2.554 -2.481
C -3.695 1.396 -1.980
C -2.996 0.537 -1.190
C -3.534 -0.615 -0.721
F -2.809 -1.550 -0.037
C -4.891 -0.911 -0.978
F -5.449 -2.015 -0.453
C -5.622 -0.052 -1.793
F -6.915 -0.323 -2.057
C -5.024 1.092 -2.317
F -5.706 1.909 -3.138
```

## Properties
Kohn-Sham gap (alpha / beta) = 0.2091 / 0.1614 Ha
total charge = +1
energy above the lowest of the compared OMol25 structures with the same formula, charge and spin = 1.095 eV
multiplicity = 6

=====

Number 1: E_tot -64903.854 eV. Number 2: E_tot -10438.735 eV. Number 3: E_tot -63163.810 eV. Number 4: E_tot -96501.774 eV. Number 5: E_tot -8860.969 eV. Number 6: E_tot -46880.520 eV.